C20H27Cl3F3N2PdSi2 | the ωB97M-V functional and the def2-TZVPD basis

Output
Charge: -1
Electronic energy, eV: -89120.5342
Kohn-Sham gap (spin up / spin down), eV: 6.352 / 6.350
HOMO level (spin up / spin down), hartree: -0.1361 / -0.1361
Max |F|, eV Å⁻¹: 1.405

Geometry (Å):
Pd (1.876, 1.430, 0.388)
C (1.363, -0.181, 1.611)
Si (-0.099, -0.920, 0.758)
C (0.219, -0.922, -1.104)
N (0.620, 0.407, -1.546)
C (1.316, 0.453, -2.846)
C (0.444, 0.929, -4.017)
C (-1.002, 0.474, -3.846)
C (-1.591, 1.065, -2.555)
C (-0.479, 1.389, -1.544)
C (-0.399, -2.721, 1.247)
C (-0.220, -3.805, 0.388)
C (-0.344, -5.115, 0.838)
C (-0.645, -5.366, 2.168)
C (-0.831, -4.302, 3.043)
C (-0.709, -2.999, 2.584)
C (-1.677, -0.028, 1.274)
C (-2.933, -0.623, 1.128)
C (-4.085, 0.013, 1.572)
C (-3.999, 1.258, 2.183)
C (-2.761, 1.866, 2.339)
C (-1.613, 1.227, 1.889)
H (2.273, -0.775, 1.570)
H (1.201, 0.219, 2.608)
H (-0.610, -1.353, -1.692)
H (1.083, -1.582, -1.237)
H (1.700, -0.545, -3.057)
H (2.185, 1.109, -2.744)
H (0.859, 0.543, -4.950)
H (0.467, 2.022, -4.084)
H (-1.030, -0.619, -3.812)
H (-1.599, 0.776, -4.709)
H (-2.308, 0.371, -2.108)
H (-2.136, 1.987, -2.777)
H (-0.906, 1.451, -0.549)
H (-0.042, 2.362, -1.767)
H (0.020, -3.629, -0.656)
H (-0.200, -5.941, 0.151)
H (-0.731, -6.386, 2.524)
H (-1.065, -4.494, 4.084)
H (-0.859, -2.176, 3.276)
H (-3.013, -1.603, 0.668)
H (-5.051, -0.464, 1.451)
H (-4.896, 1.749, 2.543)
H (-2.681, 2.837, 2.813)
H (-0.653, 1.719, 2.010)
F (4.530, 1.212, -0.979)
C (3.661, 0.398, -0.247)
F (3.611, -0.767, -1.018)
F (4.437, 0.011, 0.824)
N (2.469, 3.284, -1.121)
H (2.592, 3.285, -2.126)
H (3.392, 3.316, -0.699)
H (1.996, 4.134, -0.840)
Cl (2.893, 2.281, 3.946)
Si (2.053, 2.980, 2.134)
Cl (3.445, 4.549, 1.660)
Cl (0.461, 4.208, 2.958)

Atomic partial charges in e from the Mulliken method, atoms 1 to 4: atom 1 (Pd): 0.007, atom 2 (C): -1.385, atom 3 (Si): 0.476, atom 4 (C): -1.207

C10H12ClNO4S | the ωB97M-V functional and the def2-TZVPD basis

Output
Charge: 0
Electronic energy, eV: -43598.5840
Kohn-Sham gap, eV: 7.925
HOMO level, hartree: -0.3535
Max |F|, eV Å⁻¹: 0.758

Geometry (Å):
O (-2.451, -4.276, -1.155)
C (-1.345, -3.795, -1.311)
C (-0.242, -4.646, -1.813)
C (0.960, -4.139, -2.093)
C (1.256, -2.712, -1.894)
O (2.338, -2.240, -2.188)
C (0.174, -1.859, -1.317)
C (0.545, -0.436, -1.040)
C (0.937, -0.274, 0.446)
C (0.728, 1.146, 0.970)
Cl (-0.124, 1.115, 2.552)
C (-1.046, -2.358, -1.039)
S (-2.344, -1.432, -0.279)
H (-0.474, -5.688, -1.945)
H (1.744, -4.776, -2.467)
H (1.406, -0.182, -1.648)
H (-0.256, 0.232, -1.324)
H (1.970, -0.581, 0.555)
H (0.335, -0.956, 1.033)
H (1.681, 1.603, 1.192)
H (0.175, 1.771, 0.287)
H (-2.720, -0.656, -1.306)
C (-0.538, 4.902, 2.896)
N (-0.362, 5.164, 1.441)
O (0.238, 4.340, 0.785)
O (-0.836, 6.188, 1.007)
H (-0.069, 3.954, 3.131)
H (-0.072, 5.722, 3.432)
H (-1.605, 4.871, 3.091)

Atomic partial charges in e from the Mulliken method, atoms 1 to 4: atom 1 (O): -0.549, atom 2 (C): 0.255, atom 3 (C): -0.553, atom 4 (C): -0.479

CH11O5 | the ωB97M-V functional and the def2-TZVPD basis

Output
Charge: -1
Electronic energy, eV: -11452.2268
Kohn-Sham gap, eV: 8.894
HOMO level, hartree: -0.1862
Max |F|, eV Å⁻¹: 8.416

Geometry (Å):
C (0.036, -1.177, 0.832)
O (-0.555, -0.483, -0.272)
H (1.076, -1.288, 0.701)
H (0.011, -0.487, 1.605)
H (-0.330, -2.145, 0.980)
H (-1.722, -0.799, -2.283)
H (-1.723, -1.491, -1.012)
O (-2.162, -1.540, -1.956)
H (-0.868, 0.723, 0.259)
H (-2.007, 1.396, 0.346)
O (-1.178, 1.862, 0.574)
H (2.032, -0.016, 2.123)
H (1.572, 1.113, 1.064)
O (2.303, 0.638, 1.615)
H (1.253, 2.079, -1.531)
H (0.885, 0.568, -1.207)
O (1.377, 1.046, -1.839)

Atomic partial charges in e from the Mulliken method, atoms 1 to 4: atom 1 (C): -0.930, atom 2 (O): -0.748, atom 3 (H): 0.325, atom 4 (H): 0.387